[1]
10
Properties=species:S:1:pos:R:3:forces:R:3 method="wB97M-V/def2-TZVPD" e_homo_ev=-9.506 homo_lumo_gap_ev=8.83 fmax_ev_per_a=3.94 multiplicity=1
C -1.07888 0.53835 0.58421 2.88 -2.62 -0.58
C 1.74734 -0.23535 -0.31855 -0.80 -0.23 -1.16
O -3.41116 1.34883 0.45716 -2.33 2.03 0.59
O -0.45866 -1.86783 -0.84660 1.22 0.63 1.24
S -2.47772 0.48794 -0.18882 2.18 -1.65 0.05
S 0.19163 -1.15798 0.31309 -1.70 1.96 -1.71
H -0.63518 1.17546 1.33841 -0.67 0.18 0.16
H 1.35564 0.61678 -0.98812 0.98 -1.40 1.05
H 2.39155 -0.99159 -0.87347 -1.19 0.86 0.41
H 2.37543 0.08540 0.52270 -0.58 0.24 -0.05

=====

[2]
13
Properties=species:S:1:pos:R:3:forces:R:3 method="wB97M-V/def2-TZVPD" e_homo_ev=-8.988 homo_lumo_gap_ev=8.54 fmax_ev_per_a=3.35 multiplicity=1
C 0.34423 0.43155 -1.02898 -0.20 1.73 2.07
C 0.00479 -0.20250 -2.14671 1.41 -0.50 0.17
C -0.31135 -1.50480 -1.80198 -1.55 -2.97 -0.02
C -0.44297 -1.62930 -0.44889 0.92 1.40 -2.13
C -0.32166 0.05356 1.35912 0.44 -0.18 -0.75
H 2.44929 1.59148 -0.66797 -1.45 0.43 -0.23
H 0.32683 0.04366 -3.09245 0.28 0.95 -1.92
H -0.42137 -2.33291 -2.50979 -0.19 0.46 0.33
H -0.70524 -2.43406 0.13998 -0.52 -1.32 1.20
H 0.00338 1.08045 1.26497 -0.11 0.50 1.06
N -0.05680 -0.42086 0.06403 -0.15 0.79 1.24
S 1.13625 2.06282 -0.88850 0.57 -1.71 0.40
S -0.94209 -0.68117 2.68986 0.54 0.43 -1.41

=====

[3]
113
Properties=species:S:1:pos:R:3:forces:R:3 method="wB97M-V/def2-TZVPD" e_homo_ev=-8.202 homo_lumo_gap_ev=8.72 fmax_ev_per_a=2.47 multiplicity=1
C 0.76161 -4.61880 6.12873 0.16 -0.08 -0.94
C 0.55555 -3.09133 5.96477 0.83 -0.49 0.06
O -0.77428 -2.63283 6.13760 0.16 -0.37 0.16
C -1.70895 -3.25708 5.28089 -0.88 0.82 -0.50
C -1.46321 -3.05236 3.78394 -0.47 -0.33 0.07
O -0.64597 -4.11031 3.30361 0.30 -0.23 -0.17
C -0.52721 -4.10913 1.88638 0.01 0.54 0.11
C 0.79437 -3.55579 1.38215 -1.16 0.29 -0.18
C 2.00672 -3.95025 1.87814 0.06 -0.78 0.72
C 3.17618 -3.44373 1.35562 1.62 0.15 0.07
C 3.14609 -2.53014 0.32437 -0.99 0.70 -0.20
C 1.90828 -2.10665 -0.14078 -0.41 1.12 -1.15
C 1.83347 -1.08371 -1.27837 1.02 0.08 0.96
C 2.45769 0.28094 -0.90564 -0.46 0.19 -0.66
F 0.50758 -0.89958 -1.64911 0.25 -0.16 -0.23
C 0.73576 -2.60091 0.36736 -0.07 -0.56 0.54
N 4.31065 -1.96212 -0.32827 0.69 -1.91 -0.06
S 4.81090 -3.12610 -1.52190 -0.44 -2.34 0.64
O 5.95169 -3.88968 -1.13161 0.95 1.16 0.10
O 3.70034 -3.96210 -1.85167 -0.91 1.04 -0.55
C 5.28279 -2.19581 -3.07885 0.85 0.37 0.37
F 4.88058 -0.92349 -3.06383 -0.28 -0.31 -0.15
F 4.79685 -2.84429 -4.12045 -0.16 0.27 0.10
F 6.61553 -2.19913 -3.15006 -0.25 0.03 -0.08
C 5.41330 -1.73629 0.57405 0.39 0.85 -0.10
C 6.18064 -0.62304 0.32037 -0.20 0.84 -0.81
C 7.29124 -0.30004 1.06981 -0.02 -0.03 -0.16
C 7.64397 -1.13230 2.11825 0.34 0.90 -0.54
C 6.85937 -2.23031 2.38924 0.76 -0.37 1.22
O 7.23212 -3.04023 3.45409 -0.42 -0.05 -0.16
C 5.74965 -2.55499 1.64281 -1.25 -0.64 -0.50
S 4.75314 -3.97606 2.01028 -0.08 0.06 0.25
H 0.98874 -5.02913 5.13491 -0.18 -0.06 0.24
H 1.62745 -4.87256 6.75004 -0.33 0.21 0.16
H -0.13167 -5.15051 6.46918 0.21 0.22 0.25
H 1.20992 -2.59500 6.69229 -0.59 0.22 0.02
H 0.94016 -2.79153 4.97652 -0.22 -0.05 0.12
H -2.68876 -2.78311 5.50292 0.60 -0.17 0.05
H -1.84814 -4.33425 5.45089 0.31 0.15 0.10
H -1.05329 -2.06090 3.53237 0.12 -0.17 0.28
H -2.45214 -3.10958 3.29169 0.24 -0.03 0.05
H -0.69334 -5.10961 1.46881 0.10 0.02 0.42
H -1.32747 -3.48359 1.49071 0.17 -0.15 -0.08
H 2.03446 -4.68851 2.67903 0.10 0.20 -0.07
H 2.42096 -1.51303 -2.10133 -0.67 0.16 -0.29
H 1.78132 1.07427 -1.25365 0.03 -0.24 0.10
H 3.37769 0.41307 -1.48345 0.00 0.02 0.47
H 2.61293 0.42259 0.16684 0.12 -0.16 -0.18
H -0.23588 -2.28721 0.00181 0.25 0.06 -0.08
H 5.89468 0.02370 -0.50951 -0.01 -0.18 0.15
H 7.85170 0.58432 0.78103 0.09 -0.19 0.30
H 8.53658 -0.89389 2.68968 -0.21 -0.33 0.15
H 7.11027 -2.52816 4.26241 0.10 -0.14 0.00
C -2.34731 1.66247 -4.24128 0.01 0.23 0.21
C -0.84576 1.81800 -4.27843 0.25 -0.13 0.06
O -0.27162 2.54657 -3.49804 -0.06 -0.14 -0.15
C -0.09919 1.03160 -5.31992 0.08 0.25 0.06
H -2.75621 2.28278 -3.44499 0.02 -0.02 0.00
H -2.77831 1.98074 -5.19196 -0.01 -0.19 -0.05
H -2.60894 0.62180 -4.04466 -0.04 -0.02 -0.17
H -0.43448 1.32073 -6.32325 0.05 -0.31 0.56
H -0.26160 -0.03753 -5.16712 -0.12 0.00 -0.13
H 0.96658 1.23994 -5.23286 -0.03 0.00 0.05
C -4.51713 -5.22256 -0.79893 0.03 0.19 0.24
C -3.02034 -5.05907 -0.88212 0.03 0.06 0.03
O -2.42213 -4.32501 -0.12714 -0.32 -0.10 -0.43
C -2.29761 -5.84800 -1.94461 0.25 0.14 0.13
H -4.90440 -4.60023 0.00558 0.03 -0.01 -0.01
H -4.97853 -4.91218 -1.73769 -0.02 -0.18 -0.04
H -4.76768 -6.26391 -0.59053 -0.05 -0.02 -0.18
H -2.66329 -5.56461 -2.93277 -0.09 -0.16 -0.01
H -2.45214 -6.91647 -1.78565 -0.12 0.00 -0.14
H -1.23130 -5.63501 -1.89033 -0.03 0.01 0.01
C -1.20159 2.49823 -10.21453 -0.08 0.10 0.28
C -0.52607 1.41078 -9.41839 -0.01 0.02 0.07
O -0.58998 1.38070 -8.20886 -0.08 0.03 -0.64
C 0.23284 0.36182 -10.19023 0.06 -0.11 0.29
H -1.70806 3.18158 -9.53568 0.02 -0.02 0.00
H -0.45961 3.05645 -10.78743 -0.06 -0.09 -0.15
H -1.93876 2.06213 -10.89042 0.12 0.03 -0.14
H 1.03639 0.82841 -10.76202 -0.10 -0.02 -0.15
H -0.44282 -0.16592 -10.86503 0.07 0.10 -0.14
H 0.66633 -0.35491 -9.49544 -0.02 0.03 0.00
C -1.83114 6.91593 -1.68548 -0.11 0.11 0.28
C -1.18433 5.81612 -0.87787 0.14 -0.05 0.17
O -1.26769 5.79642 0.33153 -0.05 0.07 -0.05
C -0.43790 4.75376 -1.64045 -0.08 0.23 0.54
H -2.33368 7.61081 -1.01438 0.00 -0.02 -0.02
H -1.07248 7.46051 -2.24979 -0.06 -0.09 -0.16
H -2.56951 6.49329 -2.36857 0.12 0.03 -0.15
H 0.38134 5.20417 -2.20315 -0.12 -0.05 -0.20
H -1.11048 4.23710 -2.31852 0.12 0.07 -0.16
H -0.02576 4.02968 -0.94062 -0.02 -0.01 -0.03
C -4.74994 -0.73039 8.40507 -0.15 -0.21 -0.10
C -4.52200 -0.36860 6.95816 -0.03 -0.08 -0.14
O -4.99891 -1.02639 6.06139 0.04 0.00 0.05
C -3.67343 0.84592 6.67548 -0.04 -0.06 -0.25
H -5.37451 -1.62000 8.45965 0.01 0.02 -0.03
H -3.79589 -0.93984 8.89152 -0.01 0.17 0.07
H -5.25718 0.08764 8.91929 0.16 0.05 0.08
H -2.67245 0.70504 7.08665 -0.04 0.10 0.13
H -4.13355 1.73337 7.11340 0.13 -0.01 0.14
H -3.59376 0.98694 5.59933 -0.01 -0.02 0.02
C -3.20925 11.17124 1.83543 -0.08 0.18 -0.21
C -3.91124 10.12238 1.00665 -0.09 0.00 -0.10
O -4.44817 10.40216 -0.04067 0.04 0.00 0.03
C -3.91231 8.71241 1.54201 -0.11 -0.02 -0.25
H -3.28443 12.13536 1.33602 -0.01 -0.03 -0.01
H -3.67801 11.24585 2.81797 0.15 -0.09 0.07
H -2.15490 10.91361 1.94779 -0.04 -0.06 0.18
H -4.41333 8.68134 2.51100 0.18 -0.02 0.09
H -2.88700 8.35036 1.64009 -0.03 -0.03 0.18
H -4.44793 8.06470 0.85067 0.02 0.02 0.00

=====

[4]
71
Properties=species:S:1:pos:R:3:forces:R:3 method="wB97M-V/def2-TZVPD" e_homo_ev=-12.327 homo_lumo_gap_ev=9.38 fmax_ev_per_a=1.02 total_charge=+1 multiplicity=1
C 6.75246 -0.53037 2.58409 -0.02 -0.03 0.07
C 6.03437 -0.66790 1.24314 -0.04 0.03 0.00
C 5.33724 0.63355 0.81286 0.05 -0.05 -0.03
C 5.28937 0.89138 -0.70164 -0.07 -0.01 -0.03
C 3.99592 0.42798 -1.37689 0.04 -0.13 0.10
C 4.00023 -1.05378 -1.74830 -0.01 -0.03 0.07
C 2.60491 -1.55354 -2.12727 0.00 -0.01 -0.02
C 1.81506 -2.04964 -0.90807 -0.03 0.03 0.05
C 0.29227 -1.85359 -1.02820 -0.03 -0.07 0.01
C -0.27884 -0.93547 0.05683 -0.05 -0.17 -0.25
N -1.39899 -0.07178 -0.41617 0.30 0.64 0.74
C -2.55791 -0.06586 0.30715 -0.16 -0.31 0.21
N -3.21430 -1.20575 0.38457 -0.05 -0.01 -0.23
C -4.33139 -1.57979 1.25616 0.16 -0.04 0.05
C -5.66191 -1.64766 0.51959 0.00 -0.04 0.00
C -5.65173 -2.66435 -0.61729 0.01 -0.04 -0.05
N -2.92669 1.06553 0.96515 0.06 0.08 -0.96
C -4.30275 1.64287 0.80454 0.22 -0.29 0.38
Cl -4.19906 3.32695 0.23815 0.09 0.01 -0.02
C -5.14318 1.58689 2.08386 -0.05 0.11 0.02
C -4.35986 1.72800 3.39366 0.00 0.02 0.02
C -1.75102 1.93629 1.09037 -0.11 -0.06 0.29
O -1.22334 2.29314 -0.15730 -0.02 0.08 -0.01
C -1.08037 1.22165 -1.05813 -0.06 -0.28 -0.22
I -2.59563 1.42611 -2.62872 -0.03 0.03 0.02
N 0.20652 1.18262 -1.63917 0.01 0.07 0.18
C 0.59178 2.23252 -2.61602 -0.06 0.04 0.02
C 0.61467 1.73876 -4.06022 0.03 0.02 -0.08
H 6.93134 -1.49848 3.05271 0.03 -0.01 -0.03
H 6.16475 0.07052 3.28258 -0.01 -0.05 0.00
H 7.72086 -0.04314 2.46315 -0.04 0.08 0.00
H 6.75383 -0.95505 0.47157 -0.01 -0.07 0.05
H 5.30532 -1.48064 1.31011 0.01 0.01 -0.09
H 5.83950 1.47278 1.30027 0.06 -0.03 -0.03
H 4.31239 0.63088 1.20342 0.06 0.10 0.07
H 6.13071 0.37616 -1.17642 0.02 0.11 -0.03
H 5.43642 1.95528 -0.89581 -0.05 0.01 0.04
H 3.15964 0.61011 -0.68446 -0.01 0.08 -0.06
H 3.79780 1.01895 -2.27648 -0.01 -0.03 -0.01
H 4.37570 -1.63072 -0.89608 0.00 -0.05 -0.06
H 4.70744 -1.22309 -2.56319 -0.01 0.06 -0.01
H 2.67467 -2.35142 -2.86959 -0.06 0.00 0.02
H 2.04856 -0.73650 -2.59853 0.07 -0.01 -0.02
H 2.04600 -3.10200 -0.73570 0.03 0.03 0.04
H 2.17940 -1.52045 -0.01824 -0.03 -0.01 -0.03
H -0.22466 -2.81579 -0.97805 -0.01 0.02 -0.04
H 0.05664 -1.41262 -1.99563 0.00 -0.02 0.00
H -0.67818 -1.51623 0.88894 0.04 0.01 0.04
H 0.49640 -0.29275 0.48303 -0.01 0.00 -0.08
H -2.87230 -1.92133 -0.24569 -0.10 0.11 -0.05
H -4.09546 -2.57376 1.64112 0.03 0.03 0.05
H -4.33554 -0.89602 2.10242 -0.04 0.02 -0.03
H -6.41646 -1.92446 1.25874 -0.02 0.04 -0.01
H -5.93072 -0.66441 0.12822 -0.07 0.00 0.07
H -6.66361 -2.87199 -0.96213 0.02 0.03 0.00
H -5.21745 -3.61409 -0.29357 -0.03 0.01 -0.01
H -5.08871 -2.30470 -1.48176 0.03 -0.01 0.05
H -4.75871 1.08460 -0.00939 -0.07 0.06 0.00
H -5.87200 2.39184 2.01208 -0.04 -0.04 -0.08
H -5.72322 0.66403 2.07076 0.01 -0.01 0.07
H -4.19388 0.76978 3.88700 0.07 -0.02 -0.09
H -3.38580 2.19395 3.24556 -0.04 0.05 0.03
H -4.90480 2.35323 4.09744 -0.02 -0.02 0.01
H -1.00941 1.38326 1.67277 -0.02 0.02 0.04
H -2.01439 2.84376 1.62004 -0.02 0.06 -0.10
H 0.86878 1.23268 -0.86849 0.01 -0.11 -0.09
H -0.04258 3.11556 -2.50088 0.03 -0.02 -0.02
H 1.59577 2.54000 -2.32733 0.01 -0.01 0.01
H 1.43313 2.21103 -4.60426 0.01 -0.01 0.02
H -0.30090 1.96924 -4.60117 -0.04 -0.05 0.06
H 0.76421 0.65892 -4.08854 0.04 0.04 -0.01